Record 1
# C2H8AlO

A structure of composition C2H8AlO (ωB97M-V/def2-TZVPD, OMol25).

The spin multiplicity is 1. The calculation puts the energy above the lowest of the compared OMol25 structures with the same formula, charge and spin at 0.00 kcal/mol. Its HOMO-LUMO gap is 8.568 eV. For the calculated total energy, the calculation gives -10848.215 eV. As for the net charge: -1. The calculation puts the highest occupied orbital energy at -0.16728 Eh.

XYZ file:
```
12
Properties=species:S:1:pos:R:3:forces:R:3
O -0.6094 1.3509 -1.7330 -0.04 0.04 0.00
C -1.0399 0.6668 -0.5402 0.01 0.04 -0.02
C -0.2069 -0.5769 -0.2230 0.05 -0.02 -0.01
Al 1.1586 -0.4396 1.2813 0.00 0.00 0.01
H -0.1837 0.6869 -2.2806 0.04 -0.04 0.00
H -0.9738 1.4180 0.2517 0.01 -0.03 0.03
H -2.1055 0.4214 -0.6562 0.01 -0.01 0.00
H -0.8741 -1.4186 -0.0030 -0.02 0.02 0.01
H 0.3285 -0.8762 -1.1378 -0.02 -0.03 -0.01
H 1.5158 -1.9607 1.7886 0.00 0.03 -0.02
H 0.4689 0.4228 2.4943 0.01 -0.01 0.00
H 2.5215 0.3051 0.7579 -0.03 0.00 0.01
```
Positions in Å, forces in eV/Å.

Mulliken population analysis, charges in e, atoms 1 to 6: number 1, O, carries -0.544; number 2, C, carries -0.176; number 3, C, carries -0.796; number 4, Al, carries -0.090; number 5, H, carries 0.278; number 6, H, carries 0.229

***

Record 2
# C2H8BF4O3Rb

A structure of composition C2H8BF4O3Rb in a non-equilibrium geometry (ωB97M-V/def2-TZVPD, OMol25).

The spin multiplicity is 1. The calculation puts the energy above the lowest of the compared OMol25 structures with the same formula, charge and spin at 55.05 kcal/mol. Its HOMO-LUMO gap is 7.926 eV. For the calculated total energy, the calculation gives -20552.511 eV. As for the net charge: 0. The calculation puts the highest occupied orbital energy at -0.35913 Eh.

XYZ file:
```
19
Properties=species:S:1:pos:R:3:forces:R:3
Rb -2.4393 1.2619 2.4927 -0.28 -0.22 -0.25
B -6.0938 -1.3734 -0.3778 0.81 -1.56 1.06
F -7.1817 -1.8466 -1.0174 -1.24 -0.77 -1.22
F -5.7627 -0.1364 -0.7764 0.98 2.53 -1.26
F -6.3797 -1.2850 0.9736 -0.20 -0.04 1.92
F -4.9668 -2.2538 -0.5095 0.00 0.09 -0.24
O 0.4162 3.2498 6.4942 -0.14 -0.09 -0.30
H 1.2378 3.0492 6.9424 0.25 -0.06 0.08
H -0.1386 3.6365 7.1717 -0.15 0.13 0.17
C 3.1098 0.4164 -2.2025 -0.63 1.10 0.28
C 3.8902 -0.8588 -1.9071 -0.05 -0.35 -0.85
O 3.4691 -1.8709 -2.8251 0.03 -0.12 -0.07
O 1.7881 0.4419 -1.6808 -0.68 -0.72 0.84
H 2.8968 0.6168 -3.2526 1.24 -0.48 -0.45
H 3.5041 1.3485 -1.7978 0.74 -0.29 0.11
H 3.8024 -1.2780 -0.9048 -0.37 0.61 0.34
H 4.9640 -0.7600 -2.0666 -0.04 0.38 -0.22
H 2.6233 -2.2138 -2.5275 -0.04 -0.13 0.02
H 1.2611 -0.1443 -2.2288 -0.24 0.00 0.02
```
Positions in Å, forces in eV/Å.

Mulliken population analysis, charges in e, atoms 1 to 6: number 1, Rb, carries 1.000; number 2, B, carries 0.573; number 3, F, carries -0.365; number 4, F, carries -0.364; number 5, F, carries -0.410; number 6, F, carries -0.435

***

Record 3
# C2H8BNO3

A cluster of 2 separate species, C2H8BNO3 in total in a non-equilibrium geometry (ωB97M-V/def2-TZVPD, OMol25).

The spin multiplicity is 1. The calculation puts the energy above the lowest of the compared OMol25 structures with the same formula, charge and spin at 87.26 kcal/mol. Its HOMO-LUMO gap is 9.820 eV. As for the SMILES: C[NH+](C)[O-].O=BO. For the calculated total energy, the calculation gives -10511.912 eV. As for the net charge: 0. The calculation puts the highest occupied orbital energy at -0.33944 Eh.

XYZ file:
```
15
Properties=species:S:1:pos:R:3:forces:R:3
B 3.1214 -0.2168 0.7976 0.24 2.01 -1.42
C -1.0589 0.1468 0.9860 1.42 -0.37 -1.23
C -0.0985 -0.3669 -1.2426 2.38 1.97 0.07
N 0.2018 -0.0875 0.1524 -0.72 -1.88 3.48
O 2.7211 -1.3064 1.1010 -1.00 -1.94 0.92
O 3.7706 0.8219 0.3060 -1.01 2.13 -1.69
O 0.9533 1.0307 0.2509 1.33 -0.22 0.25
H -1.7508 -0.5387 0.6559 -1.93 -1.50 -1.11
H -0.9981 -0.0934 2.0144 1.03 0.39 1.11
H -1.3503 1.1309 0.7462 -0.35 1.13 0.11
H 0.1404 0.5926 -1.6755 0.45 0.04 -0.62
H 0.5160 -1.1353 -1.5992 0.93 -1.02 -0.61
H -1.0600 -0.4976 -1.5016 -3.62 -1.04 -0.18
H 0.6695 -0.9953 0.6274 -0.45 2.30 -1.24
H 3.1935 1.4326 -0.3170 1.30 -1.99 2.16
```
Positions in Å, forces in eV/Å.

Mulliken population analysis, charges in e, atoms 1 to 6: number 1, B, carries 0.569; number 2, C, carries -1.031; number 3, C, carries -1.033; number 4, N, carries 0.360; number 5, O, carries -0.507; number 6, O, carries -0.501

***

Record 4
# C2H8BrCl2N2O3

A cluster of 4 separate species, C2H8BrCl2N2O3 in total in a non-equilibrium geometry (ωB97M-V/def2-TZVPD, OMol25).

The spin multiplicity is 1. Its HOMO-LUMO gap is 6.558 eV. For the calculated total energy, the calculation gives -106411.975 eV. As for the net charge: -1. The calculation puts the highest occupied orbital energy at -0.15391 Eh.

XYZ file:
```
18
Properties=species:S:1:pos:R:3:forces:R:3
N 0.1218 -1.9607 0.0972 -1.78 -0.40 -0.33
H -0.1927 -2.3330 0.9818 0.29 -0.29 0.49
H 0.0523 -0.9628 0.2371 0.66 0.61 0.14
H -0.5043 -2.2364 -0.6459 -0.47 0.02 -0.09
H 1.0327 -2.2890 -0.1902 2.01 0.15 0.31
N 3.6396 -1.9040 -0.3397 5.11 3.15 3.13
O 4.0328 -1.0066 -1.0066 -0.94 4.02 -6.52
O 2.6270 -2.4913 -0.4712 -5.16 -3.61 -1.30
O 4.4023 -2.0312 0.5912 0.93 -3.84 4.44
Br 1.0503 -0.2751 2.6574 -0.53 0.05 -0.28
Cl -3.9994 3.0278 -0.7214 1.32 -0.06 0.05
C -2.1651 2.8781 -0.5534 -0.18 -0.45 0.69
C -1.7339 1.5711 0.1683 -0.07 1.36 -0.56
Cl -1.9665 0.1213 -0.8512 -0.28 0.29 -0.01
H -1.7876 3.7019 0.0524 -0.52 0.04 0.32
H -1.6888 3.0662 -1.5156 -0.37 -0.63 -0.18
H -2.2477 1.4379 1.1203 -0.09 -0.07 -0.27
H -0.6728 1.6859 0.3897 0.07 -0.33 -0.03
```
Positions in Å, forces in eV/Å.

Mulliken population analysis, charges in e, atoms 1 to 6: number 1, N, carries -0.332; number 2, H, carries 0.358; number 3, H, carries 0.093; number 4, H, carries 0.379; number 5, H, carries 0.356; number 6, N, carries 1.077

***

Record 5
# C2H8BrFeN4O2

A structure of composition C2H8BrFeN4O2 in a non-equilibrium geometry (ωB97M-V/def2-TZVPD, OMol25).

The spin multiplicity is 6. The calculation puts the energy above the lowest of the compared OMol25 structures with the same formula, charge and spin at 82.18 kcal/mol. Its HOMO-LUMO gap (alpha / beta) is 5.620 / 2.012 eV. For the calculated total energy, the calculation gives -116666.124 eV. As for the net charge: +2. The calculation puts the highest occupied orbital energy (alpha / beta) at -0.52941 / -0.49934 Eh.

XYZ file:
```
18
Properties=species:S:1:pos:R:3:forces:R:3
Fe -3.3494 4.9608 3.5470 0.10 -0.14 -0.19
Br -2.8211 2.6146 0.8582 -0.04 0.25 0.30
C 2.7764 1.6886 2.8566 -3.40 0.80 -1.62
O 2.1648 2.6683 3.1184 -2.03 3.71 1.79
N 2.1680 0.7136 2.2150 -2.62 -2.98 -1.24
N 4.0056 1.5212 2.8345 8.33 -1.11 1.03
H 2.6249 -0.1807 2.1074 -0.81 0.03 -0.37
H 1.2544 0.9803 1.8768 0.12 -0.85 0.10
H 4.3165 0.5899 2.5979 0.66 0.55 0.07
H 4.6921 2.1989 3.1338 -0.31 -0.16 0.22
C -1.7294 -2.0647 -3.0403 -5.02 -1.37 -0.98
O -0.5954 -1.7104 -2.8262 4.37 1.81 0.95
N -2.8032 -1.2829 -3.0325 0.86 2.39 0.86
N -2.0151 -3.2930 -3.3494 -0.02 -2.24 -0.42
H -3.7486 -1.5885 -3.2137 0.23 -0.03 0.15
H -2.6206 -0.3705 -2.6397 -0.67 0.17 -0.30
H -1.3312 -4.0285 -3.4554 -0.11 0.00 -0.05
H -2.9886 -3.4171 -3.5884 0.34 -0.82 -0.31
```
Positions in Å, forces in eV/Å.

Mulliken population analysis, charges in e, atoms 1 to 6: number 1, Fe, carries 1.006; number 2, Br, carries -0.006; number 3, C, carries 0.707; number 4, O, carries -0.617; number 5, N, carries -0.381; number 6, N, carries -0.320

***

Record 6
# C2H8CsO2

A structure of composition C2H8CsO2 in a non-equilibrium geometry (ωB97M-V/def2-TZVPD, OMol25).

The spin multiplicity is 1. The calculation puts the energy above the lowest of the compared OMol25 structures with the same formula, charge and spin at 33.46 kcal/mol. Its HOMO-LUMO gap is 9.132 eV. For the calculated total energy, the calculation gives -6840.135 eV. As for the net charge: +1. The calculation puts the highest occupied orbital energy at -0.47543 Eh.

XYZ file:
```
13
Properties=species:S:1:pos:R:3:forces:R:3
Cs -13.9028 15.9575 10.1631 0.02 0.20 -0.05
C -15.9429 21.3703 9.1374 0.53 -0.05 1.35
O -16.3094 19.9966 9.3463 0.19 -0.01 -0.64
H -14.9869 21.4655 8.6226 -0.39 -0.47 -0.68
H -16.7361 21.9788 8.7032 0.16 -0.15 -0.18
H -15.6622 21.7514 10.1193 -0.41 0.51 0.18
H -17.2145 19.9814 9.6658 -0.02 0.06 0.00
C -9.1779 18.5119 9.3074 -0.29 1.09 0.23
O -10.4979 18.8269 8.7932 0.84 -0.36 0.09
H -9.1443 18.9464 10.3065 -0.34 -0.87 0.40
H -8.9442 17.4510 9.2183 -0.05 0.06 0.35
H -8.3628 19.1018 8.8882 -0.17 -0.09 -0.93
H -10.4338 18.8091 7.8355 -0.07 0.08 -0.12
```
Positions in Å, forces in eV/Å.

Mulliken population analysis, charges in e, atoms 1 to 6: number 1, Cs, carries 0.995; number 2, C, carries -0.518; number 3, O, carries -0.516; number 4, H, carries 0.220; number 5, H, carries 0.248; number 6, H, carries 0.257

***

Record 7
# C2H8FN2O2

The ion C2H8FN2O2 with charge +1 in a non-equilibrium geometry (ωB97M-V/def2-TZVPD, OMol25).

The spin multiplicity is 1. The calculation puts the energy above the lowest of the compared OMol25 structures with the same formula, charge and spin at 112.11 kcal/mol. Its HOMO-LUMO gap is 11.931 eV. As for the SMILES: C[NH2+][C@](N)(F)OO. For the calculated total energy, the calculation gives -11986.038 eV. As for the net charge: +1. The calculation puts the highest occupied orbital energy at -0.56729 Eh.

XYZ file:
```
15
Properties=species:S:1:pos:R:3:forces:R:3
C 0.1473 1.9392 0.0466 2.21 2.20 -0.15
C 0.1937 -0.5654 -0.2445 0.08 -1.07 0.84
N 0.6992 -0.7448 1.0143 0.46 1.74 -0.41
N -0.5603 0.7778 -0.5438 -2.37 1.58 1.39
O -0.8704 -2.6723 0.0829 -0.23 0.41 2.04
O -0.6785 -1.5238 -0.6976 -0.83 -0.02 -2.17
F 1.2307 -0.3615 -1.0242 1.38 -0.56 -1.85
H 1.1785 2.1594 -0.3880 -1.13 -1.22 0.63
H -0.3529 2.8339 -0.3281 -0.53 -0.07 0.48
H 0.2057 1.9368 1.1651 -0.25 -0.32 -1.23
H 1.5398 -1.2611 1.1452 0.81 -0.07 -0.65
H 0.0987 -0.9576 1.7261 -2.17 -0.70 1.93
H -0.7473 1.0334 -1.5712 0.48 -1.32 1.60
H -1.5080 0.8881 -0.0239 1.56 -1.11 -1.37
H -0.5762 -3.4819 -0.3589 0.52 0.53 -1.07
```
Positions in Å, forces in eV/Å.

Mulliken population analysis, charges in e, atoms 1 to 6: number 1, C, carries -0.925; number 2, C, carries 0.860; number 3, N, carries -0.502; number 4, N, carries -0.329; number 5, O, carries -0.329; number 6, O, carries -0.182

***

Record 8
# C2H8IN2

A cluster of 2 separate species, C2H8IN2 in total in a non-equilibrium geometry (ωB97M-V/def2-TZVPD, OMol25).

The spin multiplicity is 1. The calculation puts the energy above the lowest of the compared OMol25 structures with the same formula, charge and spin at 86.38 kcal/mol. Its HOMO-LUMO gap (alpha / beta) is 6.272 / 6.124 eV. For the calculated total energy, the calculation gives -13274.401 eV. As for the net charge: +1. The calculation puts the highest occupied orbital energy (alpha / beta) at -0.47034 / -0.46979 Eh.

XYZ file:
```
13
Properties=species:S:1:pos:R:3:forces:R:3
C -1.1864 0.2871 -1.7674 0.01 0.29 4.10
C 0.5370 0.3129 0.8069 2.24 -1.59 0.67
N -0.3787 -0.2973 1.6339 -1.01 2.26 -0.61
N 0.6057 -0.3278 -0.4639 -2.54 -0.17 -1.65
I 2.8274 -0.2240 1.8423 -1.13 0.30 -0.83
H -0.7630 0.1762 -2.6848 1.07 -1.13 -2.63
H -2.0628 -0.3514 -1.4074 1.59 1.12 -0.39
H -0.9664 1.3134 -1.4402 -0.94 -0.52 0.31
H 0.8158 1.3944 0.7035 -1.25 -1.02 0.72
H -0.3422 -1.1759 2.0848 1.08 -1.33 -0.38
H -0.8483 0.2778 2.2902 -0.27 1.10 0.40
H 1.3425 -0.0480 -1.0770 0.77 0.16 -0.18
H 0.4195 -1.3373 -0.5210 0.37 0.53 0.48
```
Positions in Å, forces in eV/Å.

Mulliken population analysis, charges in e, atoms 1 to 6: number 1, C, carries -0.368; number 2, C, carries -0.475; number 3, N, carries -0.453; number 4, N, carries -0.430; number 5, I, carries 0.012; number 6, H, carries 0.316

***

Record 9
# C2H8IN2

A cluster of 2 separate species, C2H8IN2 in total in a non-equilibrium geometry (ωB97M-V/def2-TZVPD, OMol25).

The spin multiplicity is 1. The calculation puts the energy above the lowest of the compared OMol25 structures with the same formula, charge and spin at 89.63 kcal/mol. Its HOMO-LUMO gap (alpha / beta) is 6.449 / 6.449 eV. For the calculated total energy, the calculation gives -13274.260 eV. As for the net charge: +1. The calculation puts the highest occupied orbital energy (alpha / beta) at -0.40901 / -0.40902 Eh.

XYZ file:
```
13
Properties=species:S:1:pos:R:3:forces:R:3
C -0.9052 2.0118 0.3799 2.66 0.68 -1.97
C 0.3358 -0.8547 0.2963 2.01 2.04 -3.62
N 0.2004 2.3311 -0.2748 -1.01 0.30 3.59
N 0.5243 -2.1550 -0.3358 1.28 0.26 -3.00
I 2.3226 0.0718 0.0357 -0.69 -0.48 0.69
H -1.7484 1.9225 -0.2681 -0.68 -0.62 0.13
H -0.9408 2.0146 1.4612 0.02 0.07 -0.10
H -0.1016 -0.8540 1.2027 -0.53 -0.58 3.40
H -0.3980 -2.4648 -0.5702 -0.72 -0.85 -0.11
H 1.0780 2.5831 0.2365 -1.08 -0.52 -0.78
H 1.0165 -1.9858 -1.3104 -1.25 -0.33 2.22
H 0.2532 2.1957 -1.2539 0.08 0.14 -1.07
H 1.0892 -2.9057 0.0675 -0.10 -0.10 0.61
```
Positions in Å, forces in eV/Å.

Mulliken population analysis, charges in e, atoms 1 to 6: number 1, C, carries -0.180; number 2, C, carries -0.691; number 3, N, carries -0.229; number 4, N, carries -0.448; number 5, I, carries -0.090; number 6, H, carries 0.279